Model 1:
38
Properties=species:S:1:pos:R:3:mulliken_charge:R:1 method="wB97M-V/def2-TZVPD" smiles="CCN(C)CC(N)=O.O.O.O.O.O.O" gap_ha=0.32021
C -0.685 -3.336 1.681 -1.47
C -0.040 -2.462 0.513 0.25
N 0.462 -1.245 1.141 -0.09
C -0.363 -0.618 2.172 -0.95
C 0.858 -0.121 0.185 0.19
C 1.692 -0.437 -1.050 0.27
N 2.764 0.482 -1.220 -0.38
O 1.615 -1.253 -1.909 -0.59
H -1.682 -2.989 1.963 0.37
H -0.102 -3.387 2.520 0.47
H -0.866 -4.376 1.248 0.35
H 0.627 -2.969 -0.165 0.43
H -0.887 -2.272 -0.274 -0.26
H 0.406 0.018 2.771 0.16
H -1.237 -0.236 1.637 0.42
H -0.640 -1.392 3.012 0.34
H 1.451 0.615 0.777 0.11
H -0.229 0.301 -0.058 0.08
H 3.364 0.461 -2.021 0.21
H 3.265 0.965 -0.568 0.14
H -0.210 1.017 -2.481 0.19
H -0.349 1.555 -3.809 0.34
O -0.106 1.868 -2.877 -0.64
H -2.507 -2.171 -2.169 0.29
H -2.978 -1.958 -3.432 0.30
O -3.011 -1.433 -2.648 -0.57
H -1.262 2.984 2.144 0.30
H -2.599 2.618 2.488 0.34
O -1.782 2.936 2.956 -0.65
H 2.953 0.580 3.498 0.34
H 3.747 0.258 2.147 0.33
O 3.836 0.787 2.903 -0.66
H -3.414 1.173 -1.814 0.29
H -2.179 0.498 -1.714 0.20
O -2.930 0.713 -1.187 -0.51
H -0.879 2.556 -1.248 0.27
H -0.009 3.109 -0.140 0.28
O -0.764 2.662 -0.334 -0.48

***

Model 2:
38
Properties=species:S:1:pos:R:3:mulliken_charge:R:1 method="wB97M-V/def2-TZVPD" smiles="CC(C)CNC(N)=O.O.O.O.O.O.O" gap_ha=0.35634
C 1.981 0.925 -1.426 -1.07
C 0.900 -0.006 -2.186 0.91
C 0.183 0.847 -3.105 -1.63
C 0.020 -0.719 -1.301 -0.54
N 2.620 0.467 -0.233 -0.11
C 2.137 0.854 1.003 0.46
N 2.656 0.129 2.031 -0.56
O 1.245 1.726 1.111 -0.70
H 2.843 1.272 -2.036 0.33
H 1.389 1.879 -1.172 0.32
H 1.649 -0.484 -2.828 0.27
H -0.443 0.024 -3.770 0.28
H 0.853 1.403 -3.700 0.50
H -0.600 1.567 -2.668 0.31
H -1.055 -0.283 -1.279 0.17
H 0.157 -0.460 -0.217 -0.41
H -0.145 -1.769 -1.438 0.65
H 2.859 -0.380 -0.304 0.19
H 2.218 0.312 2.959 0.29
H 2.609 -0.869 2.045 0.28
H -0.231 -2.627 0.461 0.23
H 0.308 -4.084 -0.033 0.33
O -0.469 -3.486 0.150 -0.62
H -0.856 2.354 3.025 0.34
H -0.795 1.337 1.965 0.28
O -1.394 1.687 2.519 -0.68
H -0.114 -2.033 3.038 0.32
H 0.936 -1.981 1.881 0.31
O 0.753 -1.862 2.826 -0.62
H -1.585 2.342 0.344 0.34
H -0.095 2.552 0.385 0.47
O -0.843 2.775 -0.178 -0.65
H -3.542 -1.601 -0.392 0.31
H -2.969 -2.067 -1.897 0.26
O -2.995 -1.433 -1.206 -0.60
H -3.401 0.451 1.140 0.28
H -3.062 0.761 2.502 0.34
O -3.727 0.483 1.983 -0.61

***

Most stable: model 2. Least stable: model 1.

***

Model 1:
31
Properties=species:S:1:pos:R:3:mulliken_charge:R:1 method="wB97M-V/def2-TZVPD" gap_ha="0.12547 / 0.14261" charge=-1
C -1.088 1.464 -2.234 -1.32
Cd 0.640 0.358 -2.813 0.53
N 1.251 -1.745 -3.528 -1.56
H -1.850 -0.325 -5.604 0.11
H 2.267 -1.776 -3.402 0.37
H -2.162 0.262 -5.249 -0.11
H -1.741 1.724 -3.073 0.39
H -0.729 2.369 -1.726 0.27
H -1.634 0.845 -1.513 0.22
H 0.844 -2.426 -2.880 0.30
H 1.027 -2.029 -4.485 0.70
C -1.136 -2.074 2.250 -1.16
C 0.229 -1.476 1.986 -0.68
N 0.297 -0.933 0.600 0.08
C 1.194 0.071 0.355 -0.68
S 2.330 -0.007 -0.928 -0.62
N 1.184 1.129 1.184 -0.12
C -0.076 1.620 1.798 -0.30
C 0.236 2.206 3.157 -1.25
H -1.949 -1.377 2.013 0.29
H -1.193 -2.353 3.307 0.35
H -1.286 -2.987 1.666 0.31
H 0.465 -0.675 2.695 0.28
H 1.000 -2.256 2.087 0.47
H 0.401 -1.697 -0.075 0.27
H 1.842 1.863 0.912 0.33
H -0.534 2.365 1.127 0.37
H -0.762 0.771 1.867 0.17
H 0.730 3.176 3.064 0.35
H -0.691 2.367 3.712 0.34
H 0.894 1.545 3.732 0.32

***

Model 2:
31
Properties=species:S:1:pos:R:3:mulliken_charge:R:1 method="wB97M-V/def2-TZVPD" gap_ha="0.12109 / 0.12116" charge=-1
C 0.040 1.633 -1.516 -0.97
Cd -0.289 -1.242 0.896 0.16
N 0.709 -3.074 0.232 -1.50
H 0.341 3.290 -2.778 3.01
H 0.290 2.689 -2.146 -2.84
H 0.091 2.210 -0.560 -0.40
H -0.962 1.158 -1.725 0.20
H 0.911 1.012 -1.811 0.24
H 0.190 -3.711 0.848 0.56
H 1.689 -3.076 0.500 0.33
H 0.591 -3.357 -0.734 0.57
C 2.568 1.370 2.946 -1.21
N 1.275 2.047 2.881 0.40
C 1.275 3.363 2.230 -1.34
C 0.143 1.306 2.937 -0.59
S 0.267 -0.422 3.085 -0.23
N -1.057 1.946 2.949 0.57
C -1.194 3.175 3.737 -1.20
C -2.286 1.177 2.721 -1.19
H 3.329 2.137 3.100 0.43
H 2.797 0.825 2.017 0.35
H 2.582 0.662 3.782 0.41
H 0.569 3.403 1.388 0.32
H 1.044 4.157 2.953 0.26
H 2.284 3.541 1.848 0.49
H -1.111 4.063 3.095 0.26
H -2.191 3.182 4.190 0.46
H -0.436 3.230 4.532 0.37
H -2.316 0.803 1.687 0.33
H -2.372 0.326 3.414 0.34
H -3.132 1.854 2.869 0.41

***

Most stable: model 1. Least stable: model 2.

***

Model 1:
22
Properties=species:S:1:pos:R:3:mulliken_charge:R:1 method="wB97M-V/def2-TZVPD" gap_ha=0.35958 charge=+1
C 2.592 0.053 -0.147 -0.57
C 1.742 -0.959 0.121 -0.63
C 1.670 1.067 0.356 -0.98
C 0.662 -0.025 0.703 -0.23
C -0.689 -0.228 -1.418 -1.97
C -1.478 1.254 0.347 -1.46
C -0.698 0.011 0.021 1.08
N -1.472 -1.256 0.541 -0.28
H 3.545 -0.088 -0.601 0.42
H 1.798 -1.984 -0.043 0.50
H 2.089 1.421 1.282 0.37
H 1.364 1.775 -0.368 0.38
H 0.529 -0.359 1.756 0.60
H -1.640 -0.029 -1.815 0.58
H -0.309 -1.173 -1.862 0.40
H -0.116 0.479 -1.924 0.47
H -2.456 1.172 -0.210 0.40
H -1.588 1.567 1.340 0.42
H -0.836 2.086 -0.137 0.33
H -0.673 -1.947 0.742 0.41
H -2.048 -1.625 -0.183 0.37
H -1.987 -1.212 1.498 0.38

***

Model 2:
22
Properties=species:S:1:pos:R:3:mulliken_charge:R:1 method="wB97M-V/def2-TZVPD" gap_ha=0.22826 charge=+1
C -1.811 -0.825 -0.739 -0.45
C -2.236 0.198 0.307 -0.74
C -1.127 1.200 0.733 -0.68
C 0.062 0.688 1.372 -0.09
C 1.210 0.410 0.606 -0.31
C 2.130 -0.582 0.622 0.27
C 3.498 -0.476 0.045 -1.15
N -1.513 -0.318 -2.055 -0.52
H -2.671 -1.512 -0.688 0.29
H -0.887 -1.266 -0.343 0.30
H -2.595 -0.275 1.228 0.36
H -3.103 0.784 -0.016 0.41
H -1.666 1.965 1.307 0.40
H 0.166 0.790 2.451 0.43
H 1.365 1.157 -0.186 0.23
H 1.975 -1.428 1.293 0.36
H 4.369 -0.460 0.699 0.34
H 3.517 0.398 -0.623 0.33
H 3.646 -1.261 -0.696 0.34
H -0.815 1.796 -0.147 0.38
H -2.335 0.074 -2.506 0.25
H -1.178 -1.057 -2.663 0.24

***

Most stable: model 1. Least stable: model 2.

***

Model 1:
22
Properties=species:S:1:pos:R:3:mulliken_charge:R:1 method="wB97M-V/def2-TZVPD" gap_ha=0.24661 charge=+1
C -0.122 -1.483 -1.157 0.34
C -0.770 -0.407 -1.563 -0.76
C 1.081 -3.426 -1.948 -0.10
N 0.414 -2.360 -2.146 -0.05
H 0.109 -1.770 -0.144 0.23
H -0.957 -0.285 -2.625 0.25
H -1.080 0.396 -0.911 0.23
H 1.461 -3.968 -2.802 0.27
H 1.246 -3.753 -0.930 0.27
H 0.288 -2.056 -3.113 0.30
C -1.242 2.398 1.822 -1.19
C -0.046 1.660 1.295 0.85
C 0.787 2.228 0.428 -0.95
C 0.230 0.290 1.835 -1.19
H -2.178 2.024 1.400 0.27
H -1.170 3.454 1.568 0.38
H -1.324 2.330 2.908 0.32
H 1.673 1.714 0.076 0.29
H 0.621 3.231 0.059 0.28
H 1.020 -0.204 1.266 0.25
H -0.653 -0.351 1.829 0.31
H 0.612 0.338 2.854 0.41

***

Model 2:
22
Properties=species:S:1:pos:R:3:mulliken_charge:R:1 method="wB97M-V/def2-TZVPD" gap_ha="0.21970 / 0.32527" charge=+1
C 2.579 -1.576 -0.159 -0.26
C 1.691 -0.896 0.285 -0.03
C -1.402 0.847 0.209 -1.61
C -0.371 -0.698 -1.406 -1.54
C -1.180 -1.616 0.851 -1.63
C 1.951 2.052 0.047 -0.49
C -0.590 -0.421 0.102 1.45
N 0.716 -0.091 0.771 -0.18
H 3.286 -2.072 -0.768 0.44
H -1.948 1.116 1.154 0.35
H -0.835 1.721 -0.172 0.31
H -2.175 0.737 -0.527 0.47
H 0.071 0.147 -2.135 0.23
H -1.248 -1.129 -1.791 0.52
H 0.292 -1.644 -1.454 0.43
H -0.562 -1.875 1.635 0.43
H -2.130 -1.410 1.171 0.45
H -1.254 -2.450 0.154 0.36
H 2.355 1.653 1.085 0.26
H 2.661 2.026 -0.724 0.34
H 0.963 2.393 0.046 0.34
H 0.609 0.271 1.687 0.37

***

Most stable: model 1. Least stable: model 2.

***

Model 1:
22
Properties=species:S:1:pos:R:3:mulliken_charge:R:1 method="wB97M-V/def2-TZVPD" smiles="C=C/C(=C/C)CC[NH3+]" gap_ha=0.32933 charge=+1
C 0.491 -1.880 -0.359 -0.43
C 1.087 -0.541 -0.249 -0.89
C 0.067 0.504 0.235 0.62
C -0.239 0.824 1.561 -0.13
C 0.576 0.447 2.746 -1.39
C -0.306 2.078 -1.611 -0.61
C -0.862 1.145 -0.840 -0.71
N -0.757 -1.913 -1.333 -0.37
H 0.204 -2.290 0.721 0.32
H 1.200 -2.557 -0.938 0.33
H 1.465 -0.149 -1.295 0.30
H 1.995 -0.346 0.274 0.50
H -1.150 1.497 1.595 0.35
H 1.146 -0.421 2.843 0.41
H 1.179 1.226 3.095 0.38
H -0.132 0.423 3.626 0.35
H 0.738 2.331 -1.634 0.31
H -0.946 2.859 -2.378 0.23
H -2.003 0.868 -0.755 0.32
H -1.644 -1.586 -0.880 0.37
H -0.681 -1.133 -1.926 0.33
H -0.952 -2.796 -1.915 0.38

***

Model 2:
22
Properties=species:S:1:pos:R:3:mulliken_charge:R:1 method="wB97M-V/def2-TZVPD" smiles="C=C(C)C(=C)CC[NH3+]" gap_ha=0.34471 charge=+1
C 1.181 1.446 -0.103 -0.65
C 1.385 0.037 0.505 -0.60
C 0.012 -0.587 0.511 0.34
C -0.654 -0.761 1.651 -0.82
C 0.160 -1.772 -1.652 -0.99
C -0.516 -1.027 -0.785 0.51
C -1.907 -0.504 -1.186 -1.37
N 0.364 2.268 0.896 -0.16
H 0.566 1.352 -1.051 0.32
H 2.128 1.952 -0.337 0.37
H 1.926 0.068 1.492 0.35
H 2.208 -0.491 -0.034 0.34
H -0.236 -0.534 2.622 0.32
H -1.700 -1.011 1.743 0.31
H 1.212 -1.936 -1.746 0.27
H -0.296 -2.228 -2.537 0.33
H -2.481 0.051 -0.450 0.39
H -2.688 -1.268 -1.394 0.39
H -1.761 0.124 -2.080 0.31
H -0.231 1.448 1.186 0.30
H -0.206 2.992 0.471 0.35
H 0.838 2.546 1.749 0.38

***

Model 3:
22
Properties=species:S:1:pos:R:3:mulliken_charge:R:1 method="wB97M-V/def2-TZVPD" gap_ha=0.29242 charge=+1
C -2.800 0.784 1.466 -1.41
C -1.483 0.504 0.716 -0.46
C -0.851 1.741 0.181 0.15
C 0.261 2.313 0.621 -0.93
H -3.590 1.002 0.752 0.37
H -3.058 -0.074 2.081 0.37
H -2.654 1.646 2.116 0.36
H -1.728 -0.235 -0.061 0.34
H -0.811 0.007 1.431 0.37
H -1.425 2.273 -0.575 0.29
H 0.486 3.326 0.322 0.30
H 0.987 1.817 1.254 0.36
C 1.914 -1.195 -1.244 0.19
C 2.249 0.064 -1.461 -0.75
C 0.464 -2.742 -0.152 -0.03
N 0.779 -1.549 -0.459 0.22
H 2.527 -2.037 -1.529 0.28
H 1.671 0.899 -1.087 0.22
H 3.135 0.219 -2.054 0.28
H -0.411 -2.932 0.458 0.28
H 1.095 -3.571 -0.448 0.24
H 0.192 -0.801 -0.072 -0.02

***

Most stable: model 2. Least stable: model 1.

***

Model 1:
15
Properties=species:S:1:pos:R:3:mulliken_charge:R:1 method="wB97M-V/def2-TZVPD" smiles="COC(=S)NC(C)=S" gap_ha=0.29673
C -1.948 1.624 0.061 -0.71
C -0.969 -0.188 0.120 0.30
C 1.452 -0.309 0.008 0.34
C 2.552 -1.552 0.018 -0.93
H -2.108 2.717 -0.262 0.23
H -2.451 1.702 0.974 0.38
H -2.668 0.887 -0.617 0.25
H 0.077 -1.870 -0.373 0.36
H 1.917 -2.364 0.406 0.28
H 3.035 -1.643 -1.075 0.28
H 3.099 -1.219 0.928 0.32
N 0.269 -0.833 0.246 -0.30
O -0.775 1.074 0.043 -0.15
S -2.366 -1.030 -0.108 -0.38
S 2.173 1.130 -0.097 -0.28

***

Model 2:
15
Properties=species:S:1:pos:R:3:mulliken_charge:R:1 method="wB97M-V/def2-TZVPD" gap_ha=0.28881
C -1.817 -1.192 -0.399 -0.76
C -1.151 -0.496 0.744 0.03
C 0.481 -0.845 0.911 -0.84
C 1.336 0.081 -0.077 0.15
H -2.724 0.141 -1.915 0.34
H -2.199 -2.165 -0.205 0.32
H -1.210 -1.208 -1.274 0.38
H -1.596 -0.559 1.710 0.48
H 0.691 -2.019 1.128 0.32
H 0.778 -0.527 1.914 0.36
H 0.717 1.837 -1.043 0.25
N 0.515 1.054 -0.422 -0.16
O -3.048 -0.396 -0.661 -0.55
S 3.013 -0.321 -0.333 -0.30
S -0.936 1.258 0.386 -0.02

***

Most stable: model 1. Least stable: model 2.

***

Model 1:
18
Properties=species:S:1:pos:R:3:mulliken_charge:R:1 method="wB97M-V/def2-TZVPD" smiles="CCN(C=O)CC[O-]" gap_ha=0.24303 charge=-1
C 0.015 -0.470 1.919 0.04
N -0.554 0.024 0.799 0.08
C -0.231 1.426 0.407 -0.64
C 0.837 1.568 -0.622 -0.88
C -1.026 -0.865 -0.272 -0.74
C 0.173 -1.695 -1.000 -0.26
O 0.530 -1.215 -2.188 -0.88
O 0.459 0.233 2.826 -0.65
H 0.181 -1.557 1.917 0.37
H -0.003 1.936 1.342 0.36
H -1.128 1.901 -0.009 0.30
H 0.700 2.576 -1.062 0.33
H 0.780 0.786 -1.411 0.29
H 1.877 1.552 -0.280 0.25
H -1.823 -1.518 0.093 0.41
H -1.526 -0.230 -1.000 0.27
H -0.296 -2.741 -1.154 0.20
H 1.036 -1.710 -0.307 0.16

***

Model 2:
18
Properties=species:S:1:pos:R:3:mulliken_charge:R:1 method="wB97M-V/def2-TZVPD" smiles="O=CNCCCC[O-]" gap_ha=0.22216 charge=-1
C 0.228 -0.223 -1.142 -0.82
N -0.456 0.554 -2.045 -0.12
C -0.821 1.850 -1.860 0.09
O -1.800 2.259 -2.492 -0.63
C -0.492 -0.424 0.190 -0.74
C 0.194 0.140 1.446 -0.58
C 1.120 -1.159 1.993 -0.41
O 0.301 -2.145 2.404 -0.87
H 0.740 -1.222 -1.502 0.32
H 1.328 0.085 -1.000 0.32
H -1.016 -0.068 -2.725 0.28
H -0.223 2.460 -1.204 0.35
H -0.827 -1.398 0.336 0.50
H -1.574 -0.029 0.111 0.33
H 0.689 1.149 1.185 0.28
H -0.636 0.325 2.248 0.28
H 1.699 -1.550 1.129 0.21
H 1.546 -0.605 2.929 0.22

***

Most stable: model 1. Least stable: model 2.

***

Model 1:
17
Properties=species:S:1:pos:R:3:mulliken_charge:R:1 method="wB97M-V/def2-TZVPD" gap_ha=0.27431 charge=-1
C -0.487 -0.764 -0.498 -0.35
O -0.768 -0.086 0.640 -0.81
C -0.331 -2.278 -0.258 -0.36
N 0.149 -2.966 -1.468 -0.60
H -1.257 -0.628 -1.290 0.19
H 0.480 -0.442 -0.975 0.16
H 0.332 -2.376 0.605 0.24
H -1.301 -2.690 0.002 0.26
H 0.991 -2.511 -1.796 0.21
H 0.392 -3.928 -1.284 0.20
O -0.781 4.124 0.430 -0.57
C 0.087 3.276 0.366 0.20
C 0.390 2.235 1.344 -0.74
H 0.754 3.285 -0.524 0.28
H -0.038 2.473 2.322 0.26
H 1.465 2.106 1.418 0.25
H -0.080 1.173 0.967 0.16

***

Model 2:
17
Properties=species:S:1:pos:R:3:mulliken_charge:R:1 method="wB97M-V/def2-TZVPD" gap_ha=0.25496 charge=-1
C -0.325 1.495 0.981 0.01
O -1.390 0.634 0.594 -0.61
C -0.038 1.182 2.419 -1.04
H -0.684 2.550 0.913 0.19
H 0.517 1.179 0.317 0.20
H 0.775 1.874 2.732 0.30
H 0.263 0.102 2.482 0.25
H -0.871 1.325 3.130 0.29
C -0.744 -0.796 -1.876 -1.33
C 0.550 -0.881 -1.361 0.88
N 1.142 -2.176 -1.162 -0.64
O 1.351 0.050 -1.221 -0.79
H -1.173 -1.772 -2.063 0.29
H -1.062 -0.016 -2.577 0.23
H -1.290 0.178 -0.257 0.28
H 0.836 -2.864 -1.846 0.23
H 2.146 -2.065 -1.204 0.25

***

Most stable: model 2. Least stable: model 1.